# 1
Here is a molecular structure, C29H48BrNOP2Re from OMol25. Energies are from wB97M-V/def2-TZVPD.

Structure (XYZ):
```
83
Properties=species:S:1:pos:R:3
C -2.9876 2.2458 -1.8797
C -1.6153 1.9753 -2.0121
C -0.8153 2.8765 -2.7338
C -1.4013 4.0536 -3.2137
N -2.6963 4.3118 -3.0428
C -3.4834 3.4398 -2.4165
C -1.0443 0.7520 -1.4747
C -0.4601 -0.3389 -1.9638
C -0.7978 -1.6079 -2.5526
C -0.4260 -2.6899 -1.7597
C -0.5329 -3.9855 -2.2333
C -1.0618 -4.0912 -3.5059
C -1.6141 -3.0515 -4.2530
C -1.5002 -1.7615 -3.7545
Re -0.3519 -0.5597 0.0427
P -0.3183 1.3553 1.2298
H 0.2418 2.6688 -2.9175
H -3.6480 1.5326 -1.3836
H -0.7953 4.7803 -3.7559
H -4.5463 3.6672 -2.3290
H -1.8952 -0.8731 -4.2538
H -0.0120 -2.5285 -0.7142
H -2.0861 -3.2426 -5.2105
H -0.1818 -4.8372 -1.6679
C 0.3969 1.2945 2.9314
C 0.7869 2.6472 3.5289
H 1.2842 0.6447 2.8840
H -0.3270 0.7656 3.5712
H 1.2500 2.4773 4.5095
H 1.5174 3.1754 2.9057
H -0.0756 3.3045 3.6820
C 0.5604 2.7819 0.4050
C -0.1053 4.1485 0.5253
H 0.6363 2.5171 -0.6599
H 1.5914 2.8264 0.7715
H 0.4913 4.8715 -0.0473
H -1.1170 4.1461 0.0980
H -0.1517 4.5046 1.5623
C -2.0758 1.8976 1.4269
C -2.3928 2.8522 2.5759
H -2.6743 0.9795 1.5449
H -2.3856 2.3245 0.4636
H -3.4771 3.0242 2.5846
H -2.1109 2.4312 3.5473
H -1.9115 3.8298 2.4575
Br -0.9242 -5.8363 -4.2814
P 1.9620 -0.5762 -0.3130
C 3.0613 0.7378 0.4080
C 4.5042 0.3723 0.7418
H 2.5600 1.0874 1.3223
H 3.0466 1.5772 -0.3009
H 4.9791 1.2399 1.2218
H 4.5703 -0.4658 1.4436
H 5.0935 0.1369 -0.1526
C 2.6717 -2.1197 0.4362
C 3.6878 -2.9053 -0.3835
H 1.8177 -2.7697 0.6745
H 3.1093 -1.8374 1.4019
H 3.8712 -3.8710 0.1037
H 3.3366 -3.1186 -1.3984
H 4.6621 -2.4072 -0.4513
C 2.4718 -0.5445 -2.1003
C 3.9181 -0.2423 -2.4943
H 1.8034 0.1932 -2.5670
H 2.1609 -1.5082 -2.5250
H 3.9915 -0.2912 -3.5904
H 4.2263 0.7663 -2.1959
H 4.6320 -0.9732 -2.0944
C -1.6850 -2.0276 3.9585
C -0.8564 -2.2901 2.7164
O -1.4350 -1.6560 1.5440
C -2.7901 -2.1226 1.2636
C -2.8032 -3.5899 0.8959
H -1.8231 -0.9550 4.1408
H -1.1556 -2.4526 4.8186
H -2.6643 -2.5142 3.9045
H 0.1601 -1.8913 2.8235
H -0.7815 -3.3648 2.5110
H -3.3850 -1.9259 2.1641
H -3.1683 -1.4946 0.4456
H -2.6251 -4.2265 1.7683
H -3.8020 -3.8290 0.5187
H -2.0796 -3.8402 0.1086
```

- total charge = +4
- multiplicity = 4
- HOMO level (spin up / spin down) (eV) = -19.0 / -19.0
- ΔE to the lowest compared entry with this formula, charge and spin (kJ/mol) = 0.0
- Kohn-Sham gap (spin up / spin down) (eV) = 5.608 / 3.428

Here are the Löwdin charges for atoms 1 to 6, given in e:
1 C 0.0373
2 C -0.2064
3 C 0.0431
4 C 0.0257
5 N 0.3407
6 C 0.0263



# 2
Here is a molecular structure, C29H48Cl2InNOP from OMol25. Energies are from wB97M-V/def2-TZVPD.

Structure (XYZ):
```
83
Properties=species:S:1:pos:R:3
P -0.1260 0.9806 -1.1217
C 1.4872 1.8657 -0.8945
C 1.7138 2.8737 -2.0187
C 3.1278 3.4471 -1.9003
C 3.4045 4.0091 -0.4993
C 3.0842 3.0301 0.6378
C 1.6659 2.4588 0.5102
C -1.5962 1.8475 -0.4161
C -1.7531 3.1999 -1.0990
C -3.0999 3.8031 -0.6805
C -3.2473 3.8706 0.8449
C -2.9459 2.5466 1.5654
C -1.6033 1.9501 1.1248
C -0.4099 0.5471 -2.9041
C 0.7690 -0.3074 -3.4309
C 0.5615 -0.6418 -4.9144
C -0.7904 -1.3156 -5.1720
C -1.9671 -0.5695 -4.5345
C -1.7344 -0.2379 -3.0538
H 2.2076 1.0220 -0.9745
H 0.9540 3.6673 -1.9367
H 1.5814 2.3910 -3.0004
H 3.2491 4.2184 -2.6693
H 3.8364 2.6345 -2.1159
H 4.4564 4.3057 -0.4403
H 2.8022 4.9161 -0.3614
H 3.7969 2.1933 0.6153
H 3.1858 3.5294 1.6085
H 1.4806 1.6810 1.2682
H 0.9313 3.2637 0.6631
H -2.4448 1.1778 -0.6737
H -3.8899 3.1637 -1.1006
H -1.7056 3.0846 -2.1948
H -0.9200 3.8565 -0.7937
H -3.1842 4.7966 -1.1357
H -4.2654 4.1922 1.0849
H -2.5662 4.6409 1.2274
H -2.9480 2.6963 2.6530
H -3.7369 1.8168 1.3334
H -1.4417 0.9549 1.5659
H -0.7773 2.5851 1.4735
H -0.4782 1.4938 -3.4908
H 1.7292 0.2130 -3.2937
H 0.8506 -1.2308 -2.8304
H 0.6143 0.3005 -5.4779
H 1.3818 -1.2804 -5.2646
H -0.7565 -2.3375 -4.7778
H -0.9579 -1.3919 -6.2510
H -2.8937 -1.1455 -4.6423
H -2.1075 0.3887 -5.0555
H -2.5792 0.3575 -2.6753
H -1.7019 -1.1539 -2.4354
In 0.2344 -1.9349 0.7818
Cl -2.0817 -1.7490 0.2058
Cl 2.2333 -1.5343 -0.5853
C 0.9162 -0.6000 2.2750
H 1.9707 -0.2677 2.1808
C 0.2503 -0.4463 3.4928
C -1.1636 -0.7169 3.6336
C -1.7872 -0.5414 4.8621
C -1.0385 -0.1173 5.9835
C 0.3467 0.1314 5.8621
C 0.9880 -0.0217 4.6374
H -1.7364 -1.0577 2.7603
H -2.8479 -0.7306 4.9659
H 0.9291 0.4429 6.7265
H 2.0581 0.1508 4.5017
H -1.5259 0.0120 6.9467
C 1.0919 -7.1508 1.6488
N 1.1744 -5.8686 0.9926
C 2.1628 -5.5844 -0.0424
C 0.3325 -4.8757 1.2378
C -0.7104 -4.7914 2.3060
O 0.4901 -3.9206 0.3827
H 1.8625 -7.7782 1.2068
H 0.0835 -7.5811 1.4908
H 1.2421 -7.0195 2.7405
H 1.6903 -5.3340 -1.0064
H 2.7857 -4.7153 0.2371
H 2.7770 -6.4755 -0.1379
H -0.4427 -4.0521 3.1004
H -1.6730 -4.4547 1.8773
H -0.8550 -5.7762 2.7903
```

- total charge = -1
- multiplicity = 1
- HOMO level (eV) = -1.8
- Kohn-Sham gap (eV) = 3.877

Here are the Löwdin charges for atoms 1 to 6, given in e:
1 P 1.0362
2 C -0.4598
3 C -0.2256
4 C -0.2076
5 C -0.2120
6 C -0.1952



# 3
Here is 4 unconnected molecules or ions with the total composition C29H48ClN6O5PS from OMol25. Energies are from wB97M-V/def2-TZVPD.

Structure (XYZ):
```
91
Properties=species:S:1:pos:R:3
C -0.4795 -5.0378 3.2677
C -0.4534 -4.2034 1.9778
C 0.4523 -4.8072 0.8989
C 0.2909 -4.1233 -0.4682
C 0.9687 -2.7435 -0.4746
C 0.3260 -1.6750 -1.3591
C 1.1205 -0.3564 -1.3944
C 1.6891 0.2449 -0.0927
C 2.9908 -0.4459 0.3864
C 0.7017 0.3934 1.0622
O 0.2063 -2.1041 -2.7407
C 1.3166 -2.6870 -3.3206
Cl 1.3061 -2.2909 -5.0681
C -1.1780 -1.5129 -0.9189
O -2.0302 -2.3340 -1.6672
O -1.5342 -0.1623 -1.0354
C -2.9084 0.1505 -0.8532
C -3.0183 1.6848 -0.9097
C -2.1926 2.2765 -2.0625
S -3.1831 2.7043 -3.5374
C -3.1198 1.1260 -4.2689
N -4.0516 0.2471 -4.4001
N -3.4614 -0.8662 -4.9895
C -2.2225 -0.5614 -5.1507
O -1.9215 0.6753 -4.7363
P -3.8484 -0.3600 0.6840
N -2.6246 -0.1092 1.8776
O -3.6938 -2.0021 0.7125
H -0.5051 -4.4004 4.1551
H -1.3639 -5.6765 3.3159
H 0.4088 -5.6661 3.3577
H -1.4679 -4.1146 1.5748
H -0.1230 -3.1878 2.2212
H 0.1713 -5.8601 0.7851
H 1.4953 -4.7561 1.2275
H -0.7724 -4.0459 -0.6916
H 0.7585 -4.7593 -1.2254
H 2.0313 -2.8605 -0.7024
H 0.9419 -2.3462 0.5441
H 0.5090 0.3948 -1.8971
H 1.9817 -0.5169 -2.0528
H 1.9760 1.2701 -0.3540
H 3.2837 -1.2475 -0.2947
H 3.8288 0.2545 0.3910
H 2.8834 -0.8758 1.3829
H 1.1986 0.9337 1.8766
H 0.3653 -0.5595 1.4745
H -0.1757 0.9757 0.7810
H 1.2925 -3.7762 -3.2618
H 2.2602 -2.3001 -2.9349
H -1.3003 -1.8557 0.1109
H -2.0433 -2.0063 -2.5754
H -3.5012 -0.2599 -1.6840
H -2.6764 2.1279 0.0327
H -4.0769 1.9250 -1.0350
H -1.6616 3.1838 -1.7705
H -1.4511 1.5651 -2.4142
H -1.4345 -1.1747 -5.5601
H -2.6074 -0.9332 2.4735
H -2.9234 0.6587 2.4723
H -4.3584 -2.4235 0.1570
N -3.2581 5.2905 -0.1908
C -4.3470 6.0238 0.1918
C -4.2096 6.3115 1.5232
C -2.9895 5.7264 1.9605
C -2.4258 5.1031 0.8795
H -3.0929 4.9383 -1.1152
H -5.1222 6.2760 -0.5108
H -4.9056 6.8772 2.1190
H -2.5746 5.7609 2.9538
H -1.5083 4.5470 0.7823
N 4.0690 5.1921 -1.2451
C 5.2019 4.8640 -1.9381
C 4.9988 3.6414 -2.5196
C 3.6905 3.2159 -2.1621
C 3.1430 4.1939 -1.3752
H 3.9383 6.0358 -0.7192
H 6.0511 5.5248 -1.9596
H 5.7074 3.1102 -3.1323
H 3.2075 2.2967 -2.4506
H 2.1789 4.2643 -0.9012
N 2.4538 -0.9834 5.4380
C 2.0497 -1.4708 4.2255
C 2.9420 -2.4384 3.8470
C 3.9226 -2.5374 4.8712
C 3.5929 -1.6264 5.8385
H 1.9877 -0.2606 5.9535
H 1.1686 -1.0896 3.7369
H 2.8973 -3.0116 2.9352
H 4.7714 -3.1997 4.8932
H 4.0698 -1.3828 6.7720
```

- SMILES = CCCCC[C@@](CC(C)C)(OCCl)[C@H](O)O[C@H](CCSc1nnco1)P(N)O.c1cc[nH]c1.c1cc[nH]c1.c1cc[nH]c1
- multiplicity = 1
- HOMO level (eV) = -8.4
- Kohn-Sham gap (eV) = 8.797

Here are the Löwdin charges for atoms 1 to 6, given in e:
1 C -0.1044
2 C -0.2614
3 C -0.2110
4 C -0.1659
5 C -0.1190
6 C -0.3328



# 4
Here is a molecular structure, C29H48IrNP3S2 from OMol25. Energies are from wB97M-V/def2-TZVPD.

Structure (XYZ):
```
84
Properties=species:S:1:pos:R:3
Ir 0.0690 -1.1527 0.4535
P -2.0074 -1.1974 1.4674
P 1.6556 -1.5271 2.1026
P 0.0730 -3.1335 -0.3754
H 0.0858 -1.9522 -5.0111
C -0.6263 -2.5091 -5.6051
C -1.9771 -2.4977 -5.4904
H -2.5821 -2.0471 -4.7214
C -2.8969 0.4027 1.5658
C -2.0123 -1.7645 3.2145
C -3.2390 -2.2785 0.6493
C 3.1920 -0.8412 1.3892
C 1.4334 -0.6893 3.7140
C 2.1496 -3.2048 2.6398
C -0.9330 -3.3052 -1.8641
C -0.4572 -4.4635 0.7495
C 1.7476 -3.5869 -0.9213
H -0.2009 -3.1093 -6.4383
H -2.5547 -2.9264 -6.3240
H -3.2008 0.7253 0.5626
H -2.2596 1.1800 2.0056
H -3.7860 0.2813 2.1999
H -1.4593 -1.0661 3.8542
H -1.5718 -2.7667 3.3034
H -3.0540 -1.8022 3.5703
H -3.1271 -2.2231 -0.4371
H -4.2415 -1.9138 0.9108
H -3.1434 -3.3185 0.9833
H 4.0187 -1.0820 2.0715
H 3.1143 0.2484 1.2756
H 3.3729 -1.2933 0.4079
H 1.9703 -1.2814 4.4723
H 0.3731 -0.6490 3.9873
H 1.8378 0.3301 3.6789
H 3.1175 -3.0999 3.1550
H 2.2639 -3.8922 1.7944
H 1.4047 -3.6002 3.3396
H -0.6673 -4.2321 -2.3919
H -0.7524 -2.4595 -2.5380
H -2.0010 -3.3378 -1.6251
H 0.2522 -5.2931 0.6629
H -1.4539 -4.8165 0.4685
H -0.4822 -4.1369 1.7958
H 1.7851 -4.6694 -1.0835
H 2.4975 -3.2975 -0.1808
H 1.9586 -3.0654 -1.8594
C -0.6260 0.7330 -3.4537
C 0.5731 0.2383 -2.8685
C 1.7917 0.3438 -3.5786
C 1.8010 0.8914 -4.8587
C 0.6277 1.4075 -5.4292
C -0.5547 1.3336 -4.7110
S -2.3143 0.8482 -2.7993
H -2.9644 0.2702 -3.7929
H 0.5263 -0.1360 -1.8277
H 2.7511 0.0141 -3.1435
H 2.7158 0.9464 -5.4426
H 0.6275 1.8758 -6.4154
H -1.4709 1.7895 -5.0957
N 0.1706 0.8551 0.5133
S 0.8688 1.8469 1.6783
C 1.7557 3.1747 0.8844
C 2.4290 4.0837 1.7234
C 3.1011 5.1845 1.1875
C 3.1203 5.3652 -0.2148
C 2.4954 4.4339 -1.0523
C 1.8392 3.3238 -0.5077
C -0.5084 2.8131 2.4036
C -0.9000 2.5516 3.7271
C -2.0672 3.1356 4.2277
C -2.8182 3.9913 3.4131
C -2.3779 4.3226 2.1256
C -1.2068 3.7459 1.6268
H -0.3782 1.3888 -0.1631
H 2.4097 3.9444 2.8089
H 3.5970 5.9215 1.8294
H 3.6087 6.2387 -0.6569
H 2.4993 4.5652 -2.1447
H 1.3598 2.5740 -1.1314
H -0.2766 1.9023 4.3484
H -2.3902 2.9040 5.2557
H -3.7443 4.4324 3.8092
H -2.9365 5.0304 1.4982
H -0.8196 4.0302 0.6486
```

- total charge = +3
- multiplicity = 5
- HOMO level (spin up / spin down) (eV) = -14.4 / -16.6
- ΔE to the lowest compared entry with this formula, charge and spin (kJ/mol) = 0.0
- Kohn-Sham gap (spin up / spin down) (eV) = 6.310 / 4.165

Here are the Löwdin charges for atoms 1 to 6, given in e:
1 Ir 0.7482
2 P 0.6451
3 P 0.6321
4 P 0.4952
5 H 0.0142
6 C -0.0601



# 5
Here is a molecular structure, C29H48NP3PtS2 from OMol25. Energies are from wB97M-V/def2-TZVPD.

Structure (XYZ):
```
84
Properties=species:S:1:pos:R:3
Pt -0.0603 -0.0118 0.2014
P 1.8219 1.3072 0.7166
P -1.7533 0.6677 1.9424
P -0.9049 1.4756 -1.2554
H 0.2596 -4.1837 -7.1266
C 0.5334 -3.1752 -7.4722
C 1.7184 -2.5878 -7.1824
H 2.4033 -2.9470 -6.4123
C 3.2804 0.4645 1.3903
C 1.5112 2.5944 1.9783
C 2.5861 2.2528 -0.6610
C -3.2722 -0.3723 1.7779
C -1.1188 0.3302 3.6371
C -2.3661 2.3945 2.1251
C -0.0776 1.3257 -2.8844
C -0.8383 3.2978 -0.9330
C -2.6773 1.2055 -1.6687
H -0.1160 -2.7711 -8.2482
H 2.0937 -1.8165 -7.8693
H 3.5189 -0.4288 0.8038
H 3.1119 0.1773 2.4319
H 4.1365 1.1501 1.3529
H 1.0520 2.1645 2.8740
H 0.8676 3.3903 1.5881
H 2.4743 3.0376 2.2642
H 2.8034 1.5762 -1.4964
H 3.5397 2.6622 -0.2952
H 1.9629 3.0829 -1.0120
H -4.0366 -0.1412 2.5396
H -3.0059 -1.4346 1.8761
H -3.7234 -0.2344 0.7855
H -1.4705 1.0570 4.3876
H -0.0230 0.3565 3.6221
H -1.4238 -0.6721 3.9675
H -3.0469 2.4832 2.9857
H -2.8982 2.7454 1.2315
H -1.5134 3.0617 2.3129
H -0.5777 1.9738 -3.6205
H -0.1271 0.2837 -3.2281
H 0.9743 1.6298 -2.7977
H -1.5608 3.8001 -1.5950
H 0.1531 3.7099 -1.1560
H -1.1051 3.5458 0.1016
H -2.9734 1.8945 -2.4765
H -3.3364 1.3762 -0.8055
H -2.8074 0.1749 -2.0269
C 1.2820 -2.4997 -2.6880
C -0.0952 -2.3106 -2.4670
C -0.9971 -2.7370 -3.4412
C -0.5326 -3.4437 -4.5601
C 0.8194 -3.7911 -4.6687
C 1.7336 -3.1389 -3.8662
S 2.5828 -2.0957 -1.5787
H 3.3007 -3.1895 -1.7000
H -0.4467 -1.8008 -1.5407
H -2.0686 -2.5274 -3.3302
H -1.2171 -3.7039 -5.3666
H 1.1815 -4.4738 -5.4430
H 2.8123 -3.1284 -4.0647
N 0.1096 -1.6310 1.4000
S 1.4378 -2.5111 1.8001
C 1.9191 -2.1492 3.4780
C 3.2702 -1.8665 3.7531
C 3.6608 -1.5298 5.0502
C 2.7252 -1.5388 6.0866
C 1.3995 -1.9168 5.8299
C 1.0091 -2.2660 4.5276
C 0.7870 -4.2007 2.1439
C 1.4550 -5.0717 3.0182
C 0.8432 -6.2606 3.3969
C -0.3843 -6.6150 2.8396
C -0.9810 -5.8101 1.8711
C -0.3803 -4.6061 1.4941
H -0.7363 -2.1400 1.6505
H 3.9852 -1.9030 2.9351
H 4.7058 -1.2672 5.2435
H 3.0360 -1.2827 7.1048
H 0.6777 -1.9544 6.6451
H 0.0077 -2.6397 4.3333
H 2.4175 -4.7722 3.4344
H 1.3287 -6.8952 4.1321
H -0.8687 -7.5317 3.1619
H -1.9143 -6.1044 1.4084
H -0.8395 -3.9807 0.7260
```

- total charge = +4
- multiplicity = 5
- HOMO level (spin up / spin down) (eV) = -17.7 / -18.6
- ΔE to the lowest compared entry with this formula, charge and spin (kJ/mol) = 125.6
- Kohn-Sham gap (spin up / spin down) (eV) = 7.520 / 4.153

Here are the Löwdin charges for atoms 1 to 6, given in e:
1 Pt 0.6611
2 P 0.6792
3 P 0.7588
4 P 0.5884
5 H 0.0988
6 C 0.1251